This record from the OMol25 dataset describes C26H18CuF11N5O5S2 as an isolated structure. The level of theory is ωB97M-V with the def2-TZVPD basis set.

Each line ends with the Mulliken charge.
Element x y z (Å)
Cu1 0.7254 0.4158 -0.0898  -0.6954
C1 1.7878 3.1082 -0.9172  -1.7512
N1 1.0241 2.6419 0.2557  0.6843
C2 1.7777 2.7921 1.5467  -1.1792
C3 1.7452 1.5042 2.3346  0.5871
C4 0.6343 1.1260 3.0775  -0.4894
C5 0.5976 -0.1493 3.6214  -0.2355
C6 1.6927 -0.9815 3.4536  -0.5044
C7 2.7843 -0.4909 2.7353  -0.4444
N2 2.8191 0.7189 2.1748  -0.5055
C8 -0.3375 3.1828 0.2873  -1.6400
C9 -1.1988 2.4879 -0.7461  1.0641
C10 -2.5290 2.8141 -0.8771  -0.8592
C11 -3.2993 2.0898 -1.7673  -0.4169
C12 -2.7110 1.0982 -2.5371  -0.8334
C13 -1.3714 0.8299 -2.3397  -0.5308
N3 -0.6361 1.4949 -1.4434  0.3287
C14 2.7513 2.0302 -1.3733  0.8723
C15 3.7948 2.2856 -2.2443  -1.0891
C16 4.6291 1.2441 -2.5987  -0.3692
C17 4.4302 -0.0145 -2.0505  -1.3129
C18 3.3650 -0.1962 -1.1903  -0.0722
N4 2.5250 0.7959 -0.9176  1.3555
H1 2.3238 4.0304 -0.6671  0.6711
H2 1.0998 3.3264 -1.7351  0.4050
H3 1.3624 3.6335 2.1034  0.5015
H4 2.8273 2.9800 1.3337  0.5191
H5 -0.2145 1.7906 3.1814  0.5773
H6 -0.2705 -0.4740 4.1773  0.4388
H7 1.7060 -1.9863 3.8501  0.3758
H8 3.6603 -1.1217 2.5969  0.3999
H9 -0.3466 4.2524 0.1168  0.5959
H10 -0.7460 2.9799 1.2790  0.3383
H11 -2.9708 3.5938 -0.2749  0.4912
H12 -4.3578 2.2826 -1.8511  0.3975
H13 -3.2850 0.4865 -3.2192  0.4742
H14 -0.9057 -0.0049 -2.8363  0.5542
H15 3.9557 3.2924 -2.5982  0.5134
H16 5.4491 1.4035 -3.2751  0.4294
H17 5.0900 -0.8403 -2.2982  0.4692
H18 3.1249 -1.1542 -0.7503  0.6063
F1 -0.5723 -5.7847 -2.2385  -0.3532
C19 -0.1532 -4.6991 -1.5968  0.7649
C20 0.2320 -3.5816 -2.3077  0.2796
F2 0.1153 -3.5342 -3.6312  -0.3714
C21 0.7275 -2.4950 -1.6392  0.1030
F3 1.0351 -1.3663 -2.3343  -0.4854
C22 0.8209 -2.4229 -0.2420  -0.2252
O1 1.2329 -1.3465 0.3924  0.5420
C23 0.3878 -3.5694 0.4459  -0.0159
F4 0.4223 -3.5657 1.7816  -0.4200
C24 -0.0640 -4.6857 -0.2135  0.1091
F5 -0.3825 -5.7887 0.4662  -0.4080
F6 -2.5440 0.6432 3.7343  -0.2165
C25 -3.0410 0.7821 2.5042  0.4350
F7 -4.3355 0.5541 2.5487  -0.2130
F8 -2.8278 2.0585 2.1313  -0.2015
S1 -2.2087 -0.3755 1.3260  1.6310
O2 -0.9999 0.3646 0.9730  -0.1432
O3 -1.9957 -1.6293 1.9836  -0.6155
N5 -3.2818 -0.3748 0.1831  -0.7621
S2 -3.1807 -1.6644 -0.7761  1.1983
O4 -4.0742 -1.5259 -1.8817  -0.7928
O5 -1.7976 -1.9749 -0.9949  -0.4886
C26 -3.8753 -3.0733 0.2854  0.5929
F9 -2.9055 -3.8830 0.6884  -0.1847
F10 -4.5169 -2.5875 1.3461  -0.2346
F11 -4.7199 -3.7731 -0.4618  -0.2459

Calculated values
**LUMO level (alpha / beta)**: -0.00091 / -0.03592 Ha
**HOMO energy (alpha / beta)**: -7.8 / -7.8 eV
**Multiplicity**: 2
**⟨S²⟩**: 0.753
**E**: -141143.317 eV

***

This record from the OMol25 dataset describes C26H18IrN2O6S3 as an isolated structure. The level of theory is ωB97M-V with the def2-TZVPD basis set.

Each line ends with the Mulliken charge.
Element x y z (Å)
Ir1 -0.0298 -0.9511 -0.9252  2.4236
S1 0.1753 -1.0488 1.3790  -0.5129
C1 -1.0709 -2.2494 1.1871  0.6287
C2 -1.7910 -3.0010 2.1034  -0.7967
C3 -2.7417 -3.8647 1.5956  -0.2407
C4 -2.9569 -3.9590 0.2195  -0.9982
C5 -2.2126 -3.1758 -0.6331  -0.2260
N1 -1.2819 -2.3617 -0.1281  0.1904
H1 -1.6150 -2.8931 3.1635  0.4662
H2 -3.3326 -4.4663 2.2737  0.4011
H3 -3.7083 -4.6204 -0.1849  0.4547
H4 -2.3331 -3.1623 -1.7053  0.6229
O1 -3.1193 -0.4112 -0.7866  -0.7219
S2 -2.5923 0.9358 -0.9090  1.3637
O2 -3.2368 1.9621 -0.1366  -0.7689
O3 -1.1031 0.9919 -0.7135  -0.6919
C6 -2.8613 1.3823 -2.6246  -0.1393
C7 -3.7557 2.4204 -2.8333  -0.5350
C8 -4.1792 2.7568 -4.1126  -0.5919
C9 -3.7141 2.0408 -5.1970  -0.6030
C10 -2.7902 1.0238 -5.0024  -0.5596
C11 -2.3430 0.6983 -3.7284  0.0671
S3 -0.9667 -0.4475 -3.7091  1.3119
O4 -1.2423 -1.5912 -2.7959  -0.8012
O5 -0.7510 -0.8238 -5.0727  -0.7319
O6 0.1524 0.2640 -3.0673  -0.5887
H5 -4.1407 2.9392 -1.9683  0.5542
H6 -4.8825 3.5681 -4.2478  0.3937
H7 -4.0449 2.2769 -6.1998  0.3919
H8 -2.3805 0.4895 -5.8456  0.5462
C12 1.9357 -4.7606 -1.6783  -0.9188
C13 3.0568 -4.3235 -2.3691  -0.9100
C14 3.2796 -2.9664 -2.5079  -0.7644
C15 2.3683 -2.0576 -1.9770  0.1225
C16 1.1994 -2.4910 -1.3313  0.7059
C17 1.0114 -3.8586 -1.1674  -0.6398
C18 2.6213 -0.6165 -1.9215  1.3785
C19 3.6585 0.0223 -2.6312  -0.9968
C20 3.8183 1.3652 -2.5065  -0.8766
C21 3.0173 2.0961 -1.6002  1.0321
C22 3.2238 3.4722 -1.3598  -0.8219
C23 2.4950 4.1217 -0.4059  -0.6089
C24 1.5412 3.4107 0.3484  -0.9126
C25 1.3008 2.0847 0.1186  -0.5625
C26 2.0199 1.4059 -0.8833  0.8405
N2 1.8033 0.0668 -1.1257  -0.0388
H9 1.7693 -5.8212 -1.5372  0.4120
H10 3.7604 -5.0353 -2.7788  0.3821
H11 4.1740 -2.6210 -3.0091  0.3299
H12 0.1552 -4.2535 -0.6413  0.3482
H13 4.2800 -0.5550 -3.2977  0.3691
H14 4.5747 1.8877 -3.0796  0.4353
H15 3.9800 3.9910 -1.9358  0.3974
H16 2.6534 5.1751 -0.2188  0.3944
H17 0.9818 3.9212 1.1209  0.4283
H18 0.5503 1.5605 0.6885  0.1663

Calculated values
**LUMO level (alpha / beta)**: -0.03022 / -0.07685 Ha
**HOMO energy (alpha / beta)**: -8.7 / -8.6 eV
**Multiplicity**: 2
**⟨S²⟩**: 0.755
**E**: -77864.477 eV

***

This record from the OMol25 dataset describes C26H19BrCoN4O9 as an isolated structure. The level of theory is ωB97M-V with the def2-TZVPD basis set.

Each line ends with the Mulliken charge.
Element x y z (Å)
Co1 -1.2356 1.5836 1.1331  1.2576
O1 -1.1183 4.4575 3.8447  -0.5845
C1 -0.7194 3.4870 3.2728  0.0910
O2 -1.4171 2.9215 2.2751  -0.7123
C2 0.5775 2.8078 3.5969  -0.1614
C3 1.2443 3.2823 4.7134  -0.5969
C4 2.4433 2.7167 5.0992  -0.5223
C5 3.0079 1.6859 4.3852  -0.2610
C6 2.3566 1.2253 3.2585  0.0595
C7 1.1124 1.7476 2.8230  0.9420
O3 0.5228 1.2396 1.7772  -0.1596
N1 3.0069 0.1319 2.5447  0.9014
O4 3.8170 -0.5347 3.1392  -0.5842
O5 2.8074 0.0362 1.3371  -0.6385
N2 3.1364 3.2214 6.2919  1.0566
O6 4.2214 2.7471 6.5414  -0.6163
O7 2.5731 4.0747 6.9369  -0.6061
H1 0.8127 4.0981 5.2773  0.6260
H2 3.9473 1.2491 4.6945  0.6368
Br1 1.3294 3.0282 -0.7562  -0.0531
C8 -0.3936 2.9671 -1.4905  0.4559
C9 -0.6290 3.5852 -2.7086  -0.6466
C10 -1.8989 3.5165 -3.2487  -0.1935
C11 -2.8924 2.8281 -2.5644  -0.8830
C12 -2.5743 2.2465 -1.3590  -0.2790
N3 -1.3422 2.3132 -0.8197  0.1092
H3 0.1736 4.1093 -3.2045  0.4564
H4 -2.1125 3.9970 -4.1935  0.4338
H5 -3.8970 2.7504 -2.9520  0.4676
H6 -3.3124 1.7017 -0.7859  0.5860
C13 -1.6137 -1.4444 -3.7309  -1.0415
O8 -0.6403 -1.5217 -2.6966  0.0096
C14 0.4100 -2.3553 -2.8686  1.0858
C15 0.6192 -3.1453 -3.9940  -0.7494
C16 1.7758 -3.9020 -4.1145  -0.7910
C17 2.7514 -3.8763 -3.1279  -0.7774
C18 2.5420 -3.1088 -1.9983  -0.6894
C19 1.3674 -2.3842 -1.8502  0.0326
N4 1.2337 -1.6003 -0.6665  0.2598
C20 0.2123 -1.3525 0.0852  0.0793
C21 -1.0821 -1.9864 0.0593  0.4067
C22 -1.2291 -3.3385 -0.2689  -0.4732
C23 -2.4639 -3.9448 -0.1850  -0.8766
C24 -3.5716 -3.1970 0.2176  -0.6375
C25 -3.4458 -1.8611 0.5468  -0.4977
C26 -2.1989 -1.2406 0.4784  -0.0040
O9 -2.0897 0.0508 0.7711  -0.3701
H7 -2.3443 -0.7147 -3.3928  0.1503
H8 -2.1076 -2.4064 -3.8784  0.4261
H9 -1.1627 -1.1107 -4.6668  0.4112
H10 -0.1110 -3.1593 -4.7887  0.4748
H11 1.9175 -4.5064 -4.9995  0.4190
H12 3.6625 -4.4453 -3.2366  0.4106
H13 3.2813 -3.0788 -1.2072  0.5064
H14 2.0950 -1.1311 -0.3653  0.5178
H15 0.4130 -0.6098 0.8520  0.1972
H16 -0.3604 -3.9096 -0.5695  0.5032
H17 -2.5710 -4.9937 -0.4203  0.4762
H18 -4.5414 -3.6708 0.2836  0.4289
H19 -4.2948 -1.2769 0.8734  0.5309

Calculated values
**LUMO level (alpha / beta)**: -0.14494 / -0.20279 Ha
**HOMO energy (alpha / beta)**: -11.8 / -11.7 eV
**Multiplicity**: 5
**⟨S²⟩**: 6.017
**Charge**: +1
**E**: -159315.827 eV

***

Relative energy (zero: lowest compared OMol25 entry of this formula, charge and spin), record by record: 0.000, 0.605, 0.483 eV